{
  "formula": "C23H24FNO",
  "method": "ωB97M-V/def2-TZVPD",
  "species": ["C", "O", "C", "C", "C", "C", "C", "C", "C", "N", "C", "C", "C", "C", "C", "C", "C", "C", "C", "C", "C", "F", "C", "C", "C", "C", "H", "H", "H", "H", "H", "H", "H", "H", "H", "H", "H", "H", "H", "H", "H", "H", "H", "H", "H", "H", "H", "H", "H", "H"],
  "xyz": [[-7.0337, -2.6165, -0.0667], [-5.8263, -2.7583, -0.7735], [-4.7447, -2.0375, -0.3638], [-3.5757, -2.2169, -1.1016], [-2.4224, -1.5345, -0.7736], [-2.3954, -0.6559, 0.3029], [-1.1799, 0.1563, 0.6940], [0.1394, -0.3748, 0.1196], [1.3432, 0.3458, 0.7201], [2.5733, -0.2418, 0.2295], [3.7636, 0.4118, 0.7432], [5.0109, -0.2180, 0.1863], [6.1127, 0.5562, -0.1499], [7.2611, -0.0345, -0.6483], [7.3171, -1.4063, -0.8217], [6.2201, -2.1850, -0.4920], [5.0752, -1.5949, 0.0112], [-1.3959, 1.5914, 0.2679], [-1.7333, 1.8852, -1.0486], [-1.9208, 3.1913, -1.4601], [-1.7685, 4.2077, -0.5348], [-1.9494, 5.4881, -0.9282], [-1.4391, 3.9491, 0.7819], [-1.2558, 2.6347, 1.1738], [-3.5649, -0.4824, 1.0308], [-4.7291, -1.1582, 0.7128], [-7.7453, -3.2742, -0.5634], [-6.9269, -2.9242, 0.9788], [-7.4051, -1.5871, -0.1062], [-3.5968, -2.9013, -1.9350], [-1.5376, -1.7012, -1.3675], [-1.1006, 0.1327, 1.7871], [0.1557, -0.2384, -0.9634], [0.2302, -1.4404, 0.3354], [1.2753, 1.4279, 0.5006], [1.3388, 0.2287, 1.8094], [2.5869, -0.2092, -0.7868], [3.7705, 1.4984, 0.5377], [3.7554, 0.2879, 1.8342], [6.0731, 1.6289, -0.0195], [8.1126, 0.5790, -0.9050], [8.2122, -1.8668, -1.2134], [6.2589, -3.2563, -0.6259], [4.2142, -2.1916, 0.2702], [-1.8607, 1.0810, -1.7576], [-2.1833, 3.4284, -2.4790], [-1.3306, 4.7648, 1.4793], [-0.9968, 2.4208, 2.2007], [-3.5697, 0.2009, 1.8684], [-5.6118, -0.9906, 1.3097]],
  "forces_ev_per_angstrom": [[-0.18, 0.03, 0.12], [0.31, 0.00, -0.12], [0.19, 0.00, -0.10], [-0.30, -0.08, -0.01], [-0.03, 0.03, 0.12], [-0.01, -0.06, 0.24], [0.09, -0.04, -0.28], [0.06, 0.15, 0.45], [-0.15, 0.00, -0.14], [0.03, -0.03, -0.21], [-0.06, 0.10, 0.08], [-0.01, 0.06, -0.01], [-0.06, 0.00, 0.04], [0.11, 0.03, -0.02], [0.10, -0.03, -0.04], [0.03, -0.07, 0.00], [-0.02, -0.01, 0.02], [0.02, 0.11, 0.20], [0.06, 0.09, 0.13], [0.02, 0.20, 0.01], [0.03, -0.08, 0.10], [0.01, -0.10, 0.02], [-0.07, 0.25, -0.20], [-0.03, -0.10, -0.15], [0.15, -0.10, -0.12], [-0.31, -0.11, -0.01], [0.01, 0.06, 0.07], [0.00, 0.03, -0.04], [0.02, -0.04, 0.02], [0.00, -0.09, -0.10], [0.13, -0.02, -0.06], [0.00, 0.02, -0.06], [-0.03, -0.06, -0.11], [0.02, -0.05, -0.07], [0.02, -0.15, 0.11], [-0.07, 0.06, 0.00], [0.01, -0.01, 0.08], [0.05, -0.14, 0.08], [-0.01, 0.10, -0.06], [-0.03, 0.10, 0.00], [0.06, 0.04, -0.03], [0.07, -0.03, -0.04], [0.00, -0.08, -0.01], [-0.08, -0.07, 0.01], [-0.04, -0.09, -0.10], [-0.03, 0.05, -0.10], [0.00, 0.10, 0.05], [0.03, -0.04, 0.11], [0.00, 0.09, 0.09], [-0.10, -0.01, 0.03]],
  "de_lowest_ev": 1.049,
  "smiles": "COc1ccc([C@@H](CCNCc2ccccc2)c2ccc(F)cc2)cc1",
  "lumo_energy_ev": 0.8,
  "homo_lumo_gap_ha": 0.334,
  "total_charge": 0
}